This record from the OMol25 dataset describes a 11-piece molecular cluster, C21H32Cl20IN2O2P overall. The level of theory is wB97M-V/def2-TZVPD.

As for the net charge: 0. Its SMILES is C[C@H](O)Cc1ccc(I)c2ncc([PH2]=O)nc12.ClCCl.ClCCl.ClCCl.ClCCl.ClCCl.ClCCl.ClCCl.ClCCl.ClCCl.ClCCl. The value obtained for the HOMO energy is -8.904 eV.

Element x y z (Å)
1 C 2.217421 -2.533948 -1.200957
2 C 1.474074 -1.191222 -0.972421
3 O 0.429648 -1.391719 -0.015318
4 C 0.906995 -0.506824 -2.272983
5 C 1.275857 -1.186587 -3.588686
6 C 0.447592 -2.181816 -4.043005
7 C 0.690694 -2.857808 -5.300188
8 C 1.785010 -2.473827 -6.024144
9 I 2.194981 -3.426952 -7.891807
10 C 2.687883 -1.451804 -5.565870
11 N 3.776125 -1.156455 -6.336508
12 C 4.554323 -0.215769 -5.840234
13 C 4.241178 0.458610 -4.613888
14 P 5.417137 1.795684 -4.078292
15 O 6.548718 1.899254 -5.039413
16 N 3.206061 0.226828 -3.823537
17 C 2.442743 -0.779976 -4.343463
18 H 1.746972 -3.204643 -1.934073
19 H 2.190184 -3.070138 -0.230996
20 H 3.286420 -2.340326 -1.395827
21 H 2.174850 -0.489671 -0.487828
22 H -0.244060 -1.982830 -0.376300
23 H -0.195789 -0.540329 -2.188131
24 H 1.204979 0.554972 -2.246077
25 H -0.429140 -2.489713 -3.465467
26 H 0.022574 -3.645790 -5.652960
27 H 5.458509 0.070384 -6.385466
28 H 5.815518 1.418373 -2.771819
29 H 4.740459 3.039666 -4.031108
30 C 8.105367 4.912696 -2.551829
31 Cl 9.350029 4.266493 -1.477411
32 Cl 6.681208 3.863573 -2.588285
33 H 7.807091 5.893918 -2.197815
34 H 8.511057 4.986865 -3.555438
35 C -2.078511 -0.587808 2.126721
36 Cl -2.648242 -0.434473 0.459372
37 Cl -2.858278 0.600512 3.180022
38 H -2.313046 -1.581796 2.487739
39 H -1.005853 -0.428366 2.148342
40 C 8.108270 2.789461 1.959329
41 Cl 9.346396 2.154134 3.054459
42 Cl 6.690271 1.737224 1.904655
43 H 7.804018 3.770541 2.308212
44 H 8.528969 2.863427 0.961214
45 C -6.276298 -2.035962 1.784618
46 Cl -5.396921 -2.455449 3.258470
47 Cl -5.529222 -2.768448 0.358610
48 H -7.296720 -2.395703 1.869583
49 H -6.271402 -0.956290 1.667797
50 C 12.171199 2.632938 0.887273
51 Cl 11.211817 1.999141 -0.457290
52 Cl 13.300614 3.878643 0.340930
53 H 11.500867 3.064059 1.621597
54 H 12.733679 1.819308 1.332789
55 C -9.366331 -1.764207 -0.152575
56 Cl -9.854935 -2.072930 1.523319
57 Cl -9.715576 -0.102018 -0.630736
58 H -8.298877 -1.939522 -0.244914
59 H -9.910585 -2.439939 -0.803415
60 C -10.970375 -1.163593 4.731593
61 Cl -11.309776 -2.339993 6.006275
62 Cl -12.421023 -0.264793 4.278944
63 H -10.222682 -0.465823 5.089663
64 H -10.600658 -1.689519 3.857822
65 C -2.379501 3.746062 1.090925
66 Cl -0.760457 3.503571 0.421515
67 Cl -3.289005 4.940574 0.156638
68 H -2.914112 2.802161 1.068820
69 H -2.288170 4.095039 2.113916
70 C -12.215455 1.461703 8.033469
71 Cl -10.836139 1.345059 6.934931
72 Cl -11.933666 2.657045 9.303700
73 H -13.090886 1.754547 7.463591
74 H -12.377931 0.492492 8.492998
75 C 1.036142 -4.076544 2.438814
76 Cl 0.702334 -5.268792 3.699117
77 Cl -0.418365 -3.177698 1.991632
78 H 1.778911 -3.376127 2.806119
79 H 1.412843 -4.591018 1.560944

Forces on atoms 1 to 3 (eV/Å):
C 0.1 0.2 1.0
C 0.0 -0.5 -0.3
O 0.4 0.6 -0.3

***

This record from the OMol25 dataset describes C21H32ClHgINO4P2S5 as an isolated structure. The level of theory is wB97M-V/def2-TZVPD.

As for the net charge: -2. The spin multiplicity is 2. The expectation value of S² is 0.77. The value obtained for the HOMO energy (alpha / beta) is 0.538 / -1.666 eV.

Element x y z (Å)
1 Hg -0.767312 0.606985 1.068120
2 C 1.166864 -1.932114 4.269765
3 C 2.676085 -1.855140 4.054021
4 S 3.255729 -0.547061 2.929021
5 C 4.399756 -1.509813 1.915002
6 C 3.759682 -2.558297 0.995171
7 S 2.312836 -1.938812 0.096605
8 C 1.056714 -3.194329 0.463023
9 C 0.754115 -3.472404 1.935883
10 S 0.064278 -2.056911 2.838945
11 H 0.968925 -2.787669 4.922653
12 H 0.788860 -1.037678 4.771902
13 H 3.140455 -1.681321 5.027444
14 H 3.064580 -2.802136 3.677005
15 H 4.919114 -0.758606 1.315533
16 H 5.139297 -1.987892 2.563095
17 H 4.501358 -2.890707 0.265244
18 H 3.455805 -3.432631 1.571173
19 H 0.169817 -2.784719 -0.026666
20 H 1.333386 -4.128411 -0.032272
21 H 0.017797 -4.279156 1.968990
22 H 1.639678 -3.818328 2.470212
23 Cl -6.894020 -0.641674 -2.178291
24 C -5.234097 -0.766333 -1.591878
25 C -4.643101 -2.008955 -1.591152
26 C -3.328188 -2.124562 -1.152646
27 I -2.424741 -4.015599 -1.213037
28 C -2.562875 -1.034498 -0.700788
29 O -1.305008 -1.133283 -0.360501
30 C -3.233307 0.231297 -0.684950
31 N -2.488756 1.298707 -0.239556
32 C -3.042214 2.537601 -0.258794
33 C -4.308365 2.774628 -0.719565
34 C -5.111021 1.708513 -1.176519
35 C -4.563353 0.393820 -1.155674
36 H -5.197929 -2.873705 -1.926241
37 H -2.408451 3.340949 0.101087
38 H -4.689552 3.789094 -0.726579
39 H -6.116372 1.873943 -1.533544
40 C 1.118478 4.440546 -0.184818
41 P 0.921883 2.692056 -0.728618
42 C 2.548700 2.044882 -0.142775
43 C 1.312886 2.900346 -2.538209
44 C 1.592711 1.566321 -3.251221
45 P 0.567664 0.194177 -2.530812
46 C -1.081971 0.635106 -3.215777
47 C 1.033012 -1.141783 -3.718706
48 H 1.107400 4.449734 0.906977
49 H 0.271113 5.031679 -0.536550
50 H 2.048988 4.888270 -0.547894
51 H 3.383427 2.603479 -0.578377
52 H 2.627158 0.987277 -0.400130
53 H 2.584610 2.118330 0.946286
54 H 2.149811 3.597360 -2.656584
55 H 0.423036 3.364188 -2.974373
56 H 2.637301 1.275695 -3.096410
57 H 1.431897 1.674352 -4.329762
58 H -1.002227 0.941359 -4.264700
59 H -1.520177 1.440110 -2.621344
60 H -1.752699 -0.223056 -3.133960
61 H 0.852251 -0.850004 -4.758321
62 H 0.452555 -2.036888 -3.486356
63 H 2.089935 -1.385877 -3.586924
64 O -0.941657 0.394883 5.125760
65 S -1.362715 1.232097 4.005725
66 O -1.968489 2.489455 4.403584
67 O -2.188098 0.478358 3.032609
68 S 0.396747 1.694755 2.910440

Forces on atoms 1 to 3 (eV/Å):
Hg 0.2 0.1 -0.6
C -0.1 0.0 0.0
C 0.0 0.1 0.0

***

This record from the OMol25 dataset describes C21H32IrNO2S2 as an isolated structure. The level of theory is wB97M-V/def2-TZVPD.

As for the net charge: +1. The spin multiplicity is 6. The expectation value of S² is 8.79. The value obtained for the HOMO energy (alpha / beta) is -8.570 / -11.005 eV.

Element x y z (Å)
1 Ir -0.154123 0.624437 -0.601822
2 C -0.811603 -0.474764 2.801428
3 C -1.469515 0.157041 1.602362
4 C -2.251955 -0.632490 0.733103
5 C -2.548419 -2.059617 1.110937
6 C -2.790350 -0.063132 -0.439266
7 C -3.470012 -0.922901 -1.473369
8 C -2.718082 1.332691 -0.635964
9 C -3.480115 1.993926 -1.754356
10 C -1.991975 2.141715 0.264606
11 C -1.957676 3.631323 0.070702
12 C -1.354476 1.553375 1.388327
13 C -0.679137 2.435761 2.406298
14 H -1.444807 -0.371845 3.686528
15 H 0.144115 0.000359 3.011758
16 H -0.626002 -1.532768 2.635584
17 H -1.670079 -2.700717 1.017397
18 H -3.343706 -2.478527 0.503370
19 H -2.871611 -2.100669 2.151150
20 H -4.549361 -0.964805 -1.308317
21 H -3.085090 -1.938606 -1.453447
22 H -3.288369 -0.531222 -2.471465
23 H -2.814499 2.292043 -2.568143
24 H -3.974273 2.891371 -1.385968
25 H -4.244962 1.341785 -2.163533
26 H -2.833838 4.084265 0.543935
27 H -1.965164 3.894715 -0.983788
28 H -1.067069 4.069660 0.510708
29 H 0.330522 2.707016 2.086278
30 H -0.604687 1.947142 3.372974
31 H -1.240888 3.356462 2.547329
32 O 1.800482 0.363742 0.395878
33 N 2.740397 1.224208 0.079869
34 C 3.956244 1.083949 0.779617
35 C 4.699344 2.163487 1.084481
36 C 4.290402 3.476622 0.705175
37 C 3.117145 3.613680 -0.043942
38 C 2.352823 2.525649 -0.373705
39 S 0.959761 2.612698 -1.406332
40 H 4.212856 0.069660 1.045735
41 H 5.632961 2.015031 1.609374
42 H 4.888654 4.338202 0.956311
43 H 2.801593 4.581858 -0.407409
44 C 3.252036 -2.776729 0.322061
45 C 2.450316 -2.507913 -0.945435
46 S 0.672034 -2.526139 -0.536365
47 O 0.021627 -1.451475 -1.407756
48 C 0.122423 -4.063098 -1.359683
49 C 0.351108 -4.042523 -2.861139
50 H 4.312281 -2.867576 0.090645
51 H 2.932000 -3.704384 0.800177
52 H 3.116599 -1.961505 1.032613
53 H 2.656959 -3.232537 -1.730149
54 H 2.613001 -1.501994 -1.329795
55 H -0.940857 -4.095768 -1.117665
56 H 0.621505 -4.893045 -0.857263
57 H 0.128555 -3.054203 -3.262664
58 H -0.308092 -4.760801 -3.346200
59 H 1.373066 -4.312129 -3.121764

Forces on atoms 1 to 3 (eV/Å):
Ir -0.1 0.6 -0.3
C 0.0 0.0 -0.1
C 0.0 0.0 0.0